Entry 1:
The following is a quantum chemistry calculation of a molecular structure, C18H24F5InN8OTe in a non-equilibrium geometry, from the Open Molecules 2025 dataset.

```
58
Properties=species:S:1:pos:R:3:forces:R:3
In 0.713 0.854 0.447 0.0 -0.3 -0.1
N -4.229 -1.924 -0.659 0.0 -0.1 0.0
C -3.473 -0.945 -0.198 0.0 0.1 0.1
N -2.168 -1.002 -0.060 0.0 0.0 -0.6
C -1.527 -2.115 -0.596 -0.1 -0.2 0.1
N -0.300 -2.161 -0.988 0.2 0.4 0.1
N 0.497 -1.011 -0.955 -0.1 -0.4 -0.2
C 1.492 -1.161 -1.746 0.0 0.2 0.1
C 2.528 -0.134 -1.905 -0.1 -0.1 0.0
C 3.537 -0.316 -2.836 0.1 0.1 0.0
C 4.518 0.658 -2.963 -0.1 -0.1 0.0
C 4.450 1.778 -2.152 0.0 0.0 0.0
C 3.407 1.883 -1.247 0.0 0.1 0.0
N 2.457 0.953 -1.118 0.1 0.0 0.0
C -2.315 -3.336 -0.792 0.1 0.0 0.0
C -1.747 -4.601 -0.957 0.0 0.0 0.0
C -2.557 -5.688 -1.205 0.0 0.0 0.0
C -3.942 -5.530 -1.306 0.0 0.0 0.0
C -4.525 -4.290 -1.141 0.1 -0.1 0.0
C -3.698 -3.207 -0.875 -0.1 0.2 0.0
H -5.225 -1.779 -0.736 0.0 0.0 0.0
H -3.983 -0.046 0.127 0.0 0.0 0.0
H 1.580 -2.082 -2.314 0.0 0.0 0.0
H 3.550 -1.210 -3.445 0.0 0.0 0.0
H 5.318 0.541 -3.681 0.0 0.0 0.0
H 5.190 2.562 -2.210 0.0 0.0 0.0
H 3.335 2.750 -0.603 0.0 0.0 0.0
H -0.674 -4.711 -0.886 0.0 0.0 0.0
H -2.120 -6.669 -1.326 0.0 0.0 0.0
H -4.568 -6.389 -1.508 0.0 0.0 0.0
H -5.598 -4.166 -1.201 0.0 0.0 0.0
N -0.286 2.350 -0.938 0.0 0.0 0.0
C 0.291 3.678 -0.619 0.0 0.0 0.0
C 0.214 3.959 0.883 0.0 0.0 0.1
N 0.479 2.751 1.700 0.0 0.0 0.1
C 1.481 2.849 2.790 -0.1 0.0 0.0
C 2.784 2.169 2.406 0.1 0.0 0.0
N 2.497 0.794 1.939 0.0 0.0 0.0
H -0.182 2.148 -1.928 0.0 0.0 0.0
H -1.282 2.321 -0.727 0.0 0.0 0.0
H -0.216 4.473 -1.166 0.0 0.0 0.0
H 1.327 3.663 -0.960 0.0 0.0 0.0
H -0.773 4.344 1.142 0.0 0.0 0.0
H 0.933 4.739 1.135 0.0 0.0 0.0
H -0.395 2.474 2.145 0.0 0.0 0.0
H 1.051 2.351 3.660 0.0 0.0 0.0
H 1.657 3.889 3.064 0.0 0.0 0.0
H 3.467 2.169 3.256 0.0 0.0 0.0
H 3.279 2.704 1.594 0.0 0.0 0.0
H 2.130 0.227 2.704 0.0 0.0 0.0
H 3.345 0.334 1.623 0.0 0.0 0.0
F -1.234 1.177 3.360 -0.1 0.0 -0.1
Te -1.674 -0.397 2.360 1.0 0.3 0.6
F -1.441 -1.059 4.069 -0.1 -0.1 0.0
F -1.722 1.156 1.083 -0.2 -0.1 -0.1
F -3.457 0.013 2.529 0.0 0.0 0.0
F -2.253 -2.162 2.129 0.0 0.0 -0.2
O 0.059 -0.620 1.801 -0.5 0.0 0.2
```
Forces are in eV/Å.

Its total charge is +2. As for the HOMO-LUMO gap: 6.96 eV. The HOMO energy is -13.8 eV. The value obtained for the energy above the lowest of the compared OMol25 structures with the same formula, charge and spin is 118.00 kJ/mol.


Entry 2:
The following is a quantum chemistry calculation of a molecular structure, C32H39CoN4O2 in a non-equilibrium geometry, from the Open Molecules 2025 dataset.

```
78
Properties=species:S:1:pos:R:3:forces:R:3
Co -0.492 -0.752 -0.147 -0.4 -0.2 -0.2
C -0.376 -2.193 2.567 -0.1 0.0 0.1
N -0.073 -2.783 1.258 0.0 0.0 0.0
C 1.355 -3.089 1.240 0.2 0.0 -0.1
C 2.030 -3.499 -0.075 -0.2 0.1 0.0
C 1.607 -2.858 -1.411 0.3 -0.2 0.0
N 1.094 -1.504 -1.430 0.5 -0.1 -0.2
C 1.829 -0.640 -2.033 -0.1 -0.5 0.0
C 1.445 0.667 -2.467 -0.3 0.6 0.2
C 2.413 1.490 -3.062 0.0 -0.1 0.0
C 2.090 2.689 -3.651 0.2 0.1 -0.1
C 0.747 3.092 -3.664 0.0 -0.1 0.1
C -0.221 2.333 -3.060 0.0 0.1 -0.1
C 0.075 1.102 -2.399 0.2 -0.2 -0.2
O -0.848 0.418 -1.850 -0.3 -0.1 0.1
C -0.944 -3.938 1.081 -0.1 -0.2 -0.2
C -1.113 -4.459 -0.344 0.1 0.2 0.0
C -1.779 -3.464 -1.327 0.0 -0.2 -0.3
N -2.078 -2.181 -0.727 -0.5 0.1 -0.4
C -3.227 -1.678 -1.009 0.3 -0.4 0.0
C -3.821 -0.531 -0.398 0.1 0.6 0.1
C -5.114 -0.148 -0.788 0.1 -0.1 0.1
C -5.788 0.873 -0.161 -0.3 0.0 -0.2
C -5.156 1.560 0.886 0.2 -0.1 -0.1
C -3.880 1.235 1.271 -0.3 0.1 0.2
C -3.149 0.176 0.658 -0.1 -0.4 0.1
O -1.993 -0.150 1.084 -0.4 0.3 0.1
H -0.189 -2.916 3.379 0.0 0.0 0.0
H -1.415 -1.871 2.582 0.0 0.0 0.0
H 0.241 -1.308 2.710 0.0 0.0 0.0
H 1.578 -3.893 1.970 -0.1 0.1 0.1
H 1.842 -2.178 1.584 0.0 0.0 0.0
H 1.941 -4.580 -0.217 0.1 0.0 0.0
H 3.093 -3.295 0.078 0.0 0.0 0.0
H 0.842 -3.488 -1.869 0.0 0.0 0.0
H 2.486 -2.930 -2.072 -0.1 0.0 0.0
H 2.848 -0.940 -2.324 -0.1 0.0 -0.1
H 3.448 1.160 -3.060 0.0 -0.1 0.0
H 2.854 3.313 -4.098 0.0 0.0 0.0
H 0.472 4.015 -4.163 0.0 0.0 0.1
H -1.252 2.663 -3.060 0.0 -0.1 0.0
H -1.932 -3.648 1.441 0.0 0.0 0.1
H -0.590 -4.777 1.711 -0.1 0.1 0.0
H -1.734 -5.356 -0.271 0.0 0.0 0.0
H -0.150 -4.787 -0.733 0.0 -0.1 0.0
H -2.700 -3.928 -1.709 0.0 0.1 0.0
H -1.126 -3.314 -2.193 0.0 0.1 0.1
H -3.860 -2.186 -1.753 -0.1 -0.1 0.1
H -5.596 -0.705 -1.586 0.0 0.0 0.0
H -6.796 1.132 -0.460 0.0 0.0 0.0
H -5.685 2.361 1.393 0.0 0.0 0.0
H -3.398 1.770 2.080 0.1 0.0 0.0
C 4.269 -0.416 1.937 0.0 0.1 0.0
C 3.436 0.847 1.679 0.0 0.0 -0.2
C 3.439 1.730 2.931 0.0 0.0 0.0
C 4.044 1.625 0.501 0.0 0.0 0.1
C 2.069 0.453 1.291 0.0 0.1 0.2
C 0.982 0.106 0.860 0.9 0.3 0.4
H 5.312 -0.162 2.149 0.0 0.0 0.0
H 4.240 -1.065 1.060 0.0 0.0 0.0
H 3.870 -0.974 2.786 0.0 0.0 0.0
H 4.463 1.993 3.214 0.0 0.0 0.0
H 2.970 1.216 3.771 0.0 0.0 0.0
H 2.883 2.650 2.744 0.0 0.0 0.0
H 5.059 1.967 0.730 0.0 0.0 0.0
H 3.419 2.485 0.263 0.0 0.0 0.0
H 4.076 0.991 -0.385 0.0 0.0 0.0
C -1.627 5.173 0.652 0.0 0.0 0.0
C -2.363 4.366 -0.200 0.0 0.0 0.0
C -1.949 3.052 -0.387 0.0 0.2 0.0
N -0.889 2.536 0.216 0.0 0.0 -0.1
C -0.189 3.309 1.031 0.0 0.1 0.1
C -0.508 4.640 1.275 -0.1 0.0 0.0
H -1.919 6.202 0.826 0.0 0.0 0.0
H -3.241 4.741 -0.711 0.0 0.0 0.0
H -2.472 2.386 -1.064 -0.1 0.0 0.0
H 0.664 2.826 1.500 0.0 0.0 0.0
H 0.104 5.245 1.931 0.0 0.0 0.0
```
Forces are in eV/Å.

The multiplicity is 4. Its total charge is -1. As for the HOMO-LUMO gap (alpha / beta): 7.02 / 7.02 eV. The HOMO energy (alpha / beta) is -4.1 / -4.1 eV.


Entry 3:
The following is a quantum chemistry calculation of 4 unconnected molecules or ions with the total composition C3H8O in a non-equilibrium geometry, from the Open Molecules 2025 dataset.

```
12
Properties=species:S:1:pos:R:3:forces:R:3
C 1.465 -0.036 -0.760 1.1 -0.8 2.5
C 0.414 0.957 -0.739 -0.2 1.8 0.3
O -1.228 -0.865 -0.413 -1.2 -0.5 2.4
C -1.740 -0.537 0.666 -0.3 -0.3 -2.9
H 2.240 0.266 -1.519 0.2 -0.1 1.6
H 1.852 -0.141 0.811 -0.3 0.4 -3.9
H 1.338 -1.114 -0.871 -0.9 0.3 -0.3
H -0.593 1.045 -1.145 0.7 -0.7 -0.1
H 0.716 1.865 -0.213 0.0 0.0 -0.3
H -0.219 -0.725 2.108 0.0 0.0 0.0
H -1.881 0.546 0.860 0.4 -0.3 0.5
H -2.364 -1.261 1.214 0.4 0.1 0.4
```
Forces are in eV/Å.

Its total charge is 0. As for the HOMO-LUMO gap (alpha / beta): 5.98 / 10.40 eV. The HOMO energy (alpha / beta) is -7.6 / -9.9 eV. The value obtained for the energy above the lowest of the compared OMol25 structures with the same formula, charge and spin is 819.78 kJ/mol.


Entry 4:
The following is a quantum chemistry calculation of a gas-phase ion, C5H10NO (charge +1) in a non-equilibrium geometry, from the Open Molecules 2025 dataset.

```
17
Properties=species:S:1:pos:R:3:forces:R:3
O 1.091 1.331 1.023 -2.6 4.3 -2.3
C 0.428 2.168 0.301 1.4 -4.8 0.1
C -0.453 1.608 -0.882 1.4 2.1 0.8
C -0.860 0.165 -0.762 -3.3 1.8 0.9
C 0.049 -0.985 -0.657 2.5 0.6 2.9
C 0.319 -2.186 1.578 4.2 0.9 -0.6
N 0.779 -1.250 0.776 -5.2 -2.5 -1.0
H 0.513 3.253 0.289 0.4 0.2 0.8
H 0.201 1.700 -1.767 -0.1 0.5 0.2
H -1.331 2.336 -1.041 1.2 -1.4 0.2
H -1.400 0.017 -1.726 0.0 -0.4 0.8
H -1.647 0.279 0.063 0.8 -1.3 -1.0
H 0.875 -0.938 -1.278 1.6 0.5 -1.5
H -0.441 -1.846 -0.904 -1.3 -2.5 -0.2
H 0.757 -2.068 2.607 -1.1 -0.4 -0.7
H 0.069 -3.188 1.190 -0.9 0.8 0.2
H 1.054 -0.397 1.191 0.9 1.7 0.5
```
Forces are in eV/Å.

Its total charge is +1. The SMILES is C=[NH+]CCCC=O. As for the HOMO-LUMO gap: 9.03 eV. The HOMO energy is -14.3 eV. The value obtained for the energy above the lowest of the compared OMol25 structures with the same formula, charge and spin is 286.43 kJ/mol.


Entry 5:
The following is a quantum chemistry calculation of a molecular structure, C12H12N2O2S4 in a non-equilibrium geometry, from the Open Molecules 2025 dataset.

```
32
Properties=species:S:1:pos:R:3:forces:R:3
N 0.849 3.660 1.133 -0.8 0.4 -1.4
N 1.118 0.416 -0.991 0.5 -2.2 -1.3
O -0.105 2.513 4.886 -0.8 -1.3 -2.0
O -0.503 -2.879 -2.499 0.2 -2.3 1.2
S -0.098 3.572 -1.457 -0.2 -0.1 0.8
S 1.740 2.823 -1.883 1.2 0.3 -0.5
S -1.338 2.320 0.986 -0.7 0.6 -0.1
S 1.637 0.241 -3.557 -0.7 -0.6 1.0
C -0.104 3.380 0.340 -1.4 -1.3 -2.3
C 1.593 1.061 -2.012 -1.2 0.6 0.1
C -0.633 2.445 2.563 1.3 0.8 -3.2
C 0.928 -1.193 -2.767 1.5 2.5 -0.1
C 0.532 3.092 2.297 3.1 -0.1 2.8
C 0.851 -0.907 -1.421 -0.5 -0.4 0.6
C -1.056 1.919 3.834 0.5 1.0 2.6
C 0.484 -2.462 -3.413 2.3 -1.0 1.9
C 1.249 2.304 4.478 1.5 0.7 -0.3
C 0.089 -3.248 -1.187 -1.3 -0.8 1.0
C 1.726 3.155 3.209 -2.9 0.2 3.0
C 0.503 -2.022 -0.409 0.1 2.3 -0.3
H -1.091 0.808 3.822 0.1 0.6 0.5
H -2.024 2.390 4.105 0.4 -0.7 0.0
H 0.266 -2.506 -4.457 -1.4 0.9 -0.5
H 1.329 -3.203 -3.471 -0.3 0.4 0.7
H 1.417 1.235 4.286 -0.1 0.1 -0.1
H 1.944 2.588 5.286 -0.7 -0.2 0.2
H 0.817 -4.092 -1.078 -0.1 0.8 -1.4
H -0.704 -3.628 -0.503 -0.2 -0.1 -1.4
H 1.822 4.242 3.470 0.4 -1.0 0.1
H 2.653 2.755 2.833 0.1 -0.1 -0.5
H -0.339 -1.720 0.260 0.6 0.2 -0.6
H 1.378 -2.127 0.252 -0.2 -0.4 -0.3
```
Forces are in eV/Å.

Its total charge is 0. As for the HOMO-LUMO gap: 8.46 eV. The HOMO energy is -8.6 eV. The value obtained for the energy above the lowest of the compared OMol25 structures with the same formula, charge and spin is 181.20 kJ/mol.


Entry 6:
The following is a quantum chemistry calculation of 2 unconnected molecules or ions with the total composition C2H4OS in a non-equilibrium geometry, from the Open Molecules 2025 dataset.

```
8
Properties=species:S:1:pos:R:3:forces:R:3
C -0.163 -0.061 -0.985 -1.7 0.0 0.3
C 0.148 -0.398 1.507 -1.2 1.0 -1.8
O 0.912 0.334 -1.711 0.2 -0.8 -0.1
S -0.192 1.624 -1.424 0.0 1.2 0.2
H -1.050 -0.581 -1.483 1.5 -0.2 0.7
H 0.998 0.184 1.321 1.5 0.5 0.2
H 0.055 -1.286 0.945 -0.1 -1.3 0.3
H -0.707 0.184 1.831 -0.1 -0.4 0.1
```
Forces are in eV/Å.

Its total charge is 0. As for the HOMO-LUMO gap (alpha / beta): 8.65 / 8.22 eV. The HOMO energy (alpha / beta) is -8.8 / -8.8 eV. The value obtained for the energy above the lowest of the compared OMol25 structures with the same formula, charge and spin is 576.32 kJ/mol.


Look up the total charge of the third one. 0